Entry 1:
The following is a DFT calculation (ωB97M-V/def2-TZVPD) of C49H47CsN8O4P2S2 as an isolated structure.

Structure (XYZ):
```
113
Properties=species:S:1:pos:R:3:forces:R:3
Cs 0.67914 0.53490 -0.32005 -0.515 -0.689 -0.493
C 1.75470 4.26942 -3.34157 0.024 -0.057 -0.007
C 2.62971 3.97093 -2.17410 -0.177 0.176 0.197
N 2.35658 3.09841 -1.22388 0.187 -0.267 -0.198
C 3.41637 3.14699 -0.34837 0.082 0.136 0.228
C 4.30883 4.10266 -0.75243 -0.050 -0.027 0.021
N 3.79801 4.59892 -1.92662 0.064 -0.005 0.026
C 5.56475 4.67304 -0.21411 0.014 -0.084 -0.059
O 5.91976 4.29922 0.99674 -0.003 -0.085 0.010
O 6.20318 5.45278 -0.88561 -0.005 0.067 0.001
C 3.50838 2.22873 0.84625 -0.175 0.207 -0.219
O 4.04100 2.69693 1.89059 0.141 -0.033 -0.011
O 3.00425 1.10354 0.71156 0.527 0.046 0.461
H 0.73156 3.99231 -3.09151 0.004 0.007 -0.015
H 2.06367 3.69522 -4.21691 -0.012 0.009 -0.012
H 1.78188 5.32755 -3.60086 -0.005 0.005 0.001
H 4.26812 5.30748 -2.46717 -0.008 0.019 -0.028
H 5.23715 3.68056 1.40449 -0.050 0.134 0.057
N -1.23291 -4.70724 -0.11568 -0.067 0.096 -0.045
C -0.83308 -5.63646 -1.09317 0.000 -0.034 0.045
C -0.89636 -7.00198 -0.86821 0.005 -0.014 0.009
C -0.49001 -7.88029 -1.86402 0.014 0.004 -0.026
C 0.01895 -7.39609 -3.06000 -0.005 0.017 0.013
C 0.11232 -6.02527 -3.26762 0.004 -0.027 0.007
C -0.34478 -5.14817 -2.29763 -0.006 0.045 -0.067
S -0.39285 -3.40285 -2.54513 -0.003 -0.014 0.047
N -0.10498 -2.81939 -0.96423 0.001 0.061 -0.033
C -0.59889 -3.48655 0.00469 0.041 0.027 -0.046
C -0.48857 -2.93545 1.38730 -0.078 -0.101 0.002
C -0.18062 -3.76202 2.46010 -0.014 -0.047 -0.015
C -0.11669 -3.20817 3.72958 -0.031 0.088 -0.050
C -0.36411 -1.85359 3.87054 0.023 -0.102 0.035
C -0.64810 -1.10976 2.73414 -0.060 0.132 -0.061
N -0.71221 -1.63066 1.51055 0.097 0.044 0.272
H -1.65673 -5.07178 0.72051 -0.018 -0.040 0.078
H -1.27352 -7.37402 0.07746 0.003 -0.010 -0.006
H -0.56017 -8.94663 -1.69623 -0.001 0.001 0.002
H 0.34814 -8.08104 -3.82936 -0.001 -0.003 0.000
H 0.51896 -5.63126 -4.19053 0.002 -0.013 -0.002
H 0.02725 -4.81182 2.29792 -0.004 -0.005 0.019
H 0.12807 -3.81810 4.58913 0.002 -0.024 -0.017
H -0.32530 -1.36557 4.83399 0.005 -0.012 -0.027
H -0.83957 -0.04250 2.81310 0.006 -0.019 -0.007
C -5.06216 -2.20845 2.50640 0.085 -0.078 -0.014
S -4.14272 -3.32443 1.42264 -0.005 0.036 0.009
C -4.84055 -2.87234 -0.19274 0.004 -0.095 0.054
C -4.81654 -1.38297 -0.50281 -0.014 0.022 -0.029
C -3.39733 -0.83991 -0.52947 0.018 -0.116 -0.057
N -3.31156 0.61751 -0.80169 -0.126 -0.057 0.231
P -2.45213 1.07708 -2.24310 0.223 0.245 -0.241
C -3.45118 2.45989 -2.91156 -0.057 -0.046 0.139
C -2.80999 3.34523 -3.76991 0.022 0.045 0.012
C -3.50746 4.39914 -4.34451 -0.005 0.007 0.005
C -4.85226 4.57889 -4.05615 -0.001 -0.005 0.018
C -5.49792 3.70138 -3.19317 -0.003 0.022 -0.013
C -4.79902 2.64988 -2.62332 -0.002 -0.040 -0.016
C -2.91164 -0.17908 -3.50156 -0.100 -0.012 0.135
C -1.86908 -0.75396 -4.21779 0.031 -0.005 0.049
C -2.12349 -1.63584 -5.26114 -0.011 -0.043 -0.015
C -3.42845 -1.96461 -5.58273 -0.001 0.007 0.010
C -4.48231 -1.39568 -4.87289 0.002 -0.008 -0.009
C -4.22493 -0.50026 -3.85083 0.011 0.036 0.002
P -2.68589 1.37941 0.66954 0.101 0.284 -0.215
C -2.44853 3.13441 0.16395 -0.018 0.069 -0.051
C -1.14897 3.61689 -0.00749 -0.054 0.116 0.018
C -0.91511 4.93607 -0.37305 0.023 -0.010 -0.059
C -1.98014 5.79873 -0.57625 -0.020 -0.035 -0.003
C -3.27860 5.33911 -0.39699 0.014 0.039 -0.017
C -3.50586 4.02574 -0.02348 -0.027 -0.036 -0.001
C -4.19041 1.53721 1.69342 0.078 -0.072 0.039
C -5.49763 1.49454 1.21987 -0.016 -0.001 -0.016
C -6.56526 1.60987 2.09838 -0.010 0.005 0.019
C -6.33244 1.77836 3.45734 0.011 -0.010 -0.017
C -5.02988 1.83337 3.93507 -0.024 0.003 0.009
C -3.96120 1.70334 3.05998 0.009 0.041 -0.007
H -4.82021 -2.50365 3.52600 -0.018 0.021 0.009
H -6.13559 -2.31551 2.35304 -0.009 0.001 0.004
H -4.76601 -1.16919 2.36282 -0.008 -0.010 0.020
H -5.85958 -3.25969 -0.24312 0.004 0.022 -0.035
H -4.23558 -3.42585 -0.91643 -0.025 -0.003 -0.007
H -5.41005 -0.84522 0.23710 0.013 -0.003 -0.031
H -5.29839 -1.22276 -1.46971 -0.001 -0.020 -0.014
H -2.81625 -1.41278 -1.26291 0.021 0.037 0.015
H -2.92446 -1.05125 0.43611 0.021 0.006 -0.044
H -1.75477 3.21211 -3.98599 -0.011 0.004 0.007
H -2.99858 5.08485 -5.00996 0.000 0.001 -0.001
H -5.39648 5.40387 -4.49757 0.000 0.002 -0.002
H -6.54645 3.84299 -2.96183 -0.001 -0.001 0.002
H -5.29067 1.97325 -1.93432 -0.006 0.005 -0.010
H -0.84574 -0.51046 -3.95454 0.001 0.005 -0.013
H -1.30023 -2.07415 -5.81073 0.007 0.007 0.004
H -3.63172 -2.65738 -6.38921 0.001 0.000 -0.002
H -5.50467 -1.64026 -5.13202 0.000 0.001 -0.002
H -5.04924 -0.02475 -3.33507 -0.011 0.003 0.006
H -0.27751 2.99789 0.15678 -0.166 -0.002 0.019
H 0.10509 5.27925 -0.49485 0.001 0.001 0.010
H -1.80098 6.82742 -0.86170 -0.002 0.003 0.000
H -4.11704 6.00771 -0.54547 -0.001 -0.002 -0.002
H -4.52407 3.68969 0.12311 0.005 -0.012 0.011
H -5.67601 1.35966 0.16068 0.007 0.017 0.001
H -7.58031 1.57080 1.72282 0.001 0.001 0.000
H -7.16626 1.86780 4.14183 0.001 0.002 0.003
H -4.84511 1.97360 4.99237 0.006 -0.002 0.001
H -2.94145 1.75734 3.43249 0.002 -0.012 0.008
N 1.73614 2.02046 3.57692 0.020 -0.009 0.024
C 1.49535 1.29435 4.70844 -0.057 -0.021 0.009
C 0.16124 1.44828 4.96898 0.038 0.083 0.011
N -0.41933 2.25641 4.02146 -0.048 -0.059 -0.073
C 0.56132 2.57863 3.20633 0.159 -0.023 -0.004
H 2.63261 2.13432 3.09849 0.030 0.033 0.002
H 2.27306 0.75111 5.21584 -0.003 0.003 -0.006
H -0.41204 1.04536 5.78908 0.023 0.000 -0.004
H 0.49438 3.23278 2.35058 -0.088 0.007 0.024
```
Positions in Å, forces in eV/Å.

The calculation puts the highest occupied orbital energy at -7.922 eV. For the HOMO-LUMO gap, the calculation gives 7.995 eV. For the molecular weight, the calculation gives 1071.0 g/mol. The value obtained for the LUMO energy is 0.07 eV. The relative energy (zero: lowest compared OMol25 entry of this formula, charge and spin) comes out at 2.6 kcal/mol.

***

Entry 2:
The following is a DFT calculation (ωB97M-V/def2-TZVPD) of C49H48AsBiBrClN2O7S2 as an isolated structure at a distorted geometry.

Structure (XYZ):
```
112
Properties=species:S:1:pos:R:3:forces:R:3
Bi 0.03158 -0.08738 0.39906 0.366 -0.345 -0.016
C 0.85842 6.80425 4.91251 0.006 0.020 0.016
C 0.19122 5.45479 5.21152 -0.019 -0.056 -0.011
C -1.29136 5.70352 5.49127 -0.001 0.000 -0.002
C 0.81557 4.85504 6.47952 -0.006 -0.014 0.003
C 0.39446 4.51242 4.02597 0.003 0.001 -0.028
C -0.64440 4.07377 3.21456 0.046 -0.020 0.029
C -0.36162 3.27430 2.12925 0.090 0.054 -0.202
Br -1.81574 2.70596 1.02457 -0.024 0.126 0.102
C 0.93640 2.83978 1.74139 -0.132 0.217 0.004
O 1.11451 2.16633 0.65578 -0.029 -0.351 0.015
C 1.98316 3.23133 2.63121 0.078 0.008 0.019
C 1.67514 4.06996 3.69411 0.007 -0.007 0.026
C 3.46100 2.81797 2.46390 -0.062 -0.004 -0.037
C 4.00113 2.28711 3.80322 -0.021 -0.024 0.015
C 4.26408 4.05550 2.03685 -0.013 0.035 0.012
C 3.72210 1.70808 1.43559 -0.052 0.024 0.008
H 0.75262 7.48935 5.76120 0.003 -0.007 -0.007
H 0.40114 7.26568 4.03457 0.014 -0.001 0.003
H 1.92230 6.67460 4.70555 -0.010 0.005 0.003
H -1.39825 6.36733 6.35402 -0.002 -0.004 -0.006
H -1.81269 4.76932 5.71161 0.000 0.018 -0.004
H -1.78438 6.17623 4.63930 0.001 -0.004 0.014
H 0.62399 5.49937 7.34419 0.013 0.000 -0.010
H 1.89551 4.73821 6.37809 -0.014 -0.009 -0.001
H 0.39223 3.86829 6.67774 0.001 0.015 0.013
H -1.67572 4.33174 3.41164 0.010 0.016 -0.006
H 2.49812 4.40584 4.31697 -0.021 -0.017 -0.006
H 3.90030 3.00711 4.61836 0.035 -0.005 -0.020
H 5.06435 2.05008 3.69575 -0.012 -0.015 0.003
H 3.47490 1.36947 4.07762 0.028 0.022 -0.003
H 4.15825 4.87067 2.75838 0.010 -0.007 -0.011
H 3.91612 4.41412 1.06515 0.007 0.006 0.005
H 5.32653 3.80615 1.95109 -0.009 0.002 -0.010
H 3.22091 0.78147 1.71889 0.017 0.005 -0.013
H 4.80120 1.51698 1.41205 -0.017 -0.023 0.024
H 3.38818 1.98298 0.43907 0.051 0.022 -0.032
C 1.76209 -7.48176 4.42565 -0.009 0.044 -0.001
C 1.68864 -6.01866 4.07026 0.024 0.019 0.014
C 2.66933 -5.12792 4.49534 -0.035 0.000 -0.012
C 2.58888 -3.77491 4.18488 -0.045 -0.062 -0.015
C 1.51675 -3.31164 3.44048 -0.036 -0.082 -0.233
C 0.51976 -4.18068 3.01412 -0.062 0.008 -0.036
C 0.62046 -5.52728 3.32234 -0.006 0.018 0.010
S 1.41520 -1.54554 3.08910 0.821 -0.220 0.463
O 2.64413 -1.00992 3.74865 -0.008 -0.055 -0.003
O -1.71287 -2.00765 2.90686 -0.171 0.160 -0.048
N 1.54438 -1.42543 1.47578 -0.411 -0.242 -0.357
C 1.84709 -2.56749 0.60945 0.196 0.192 0.081
C 0.59576 -3.13788 -0.06584 -0.038 0.156 -0.129
O 0.55099 -4.32047 -0.37986 0.000 -0.089 -0.082
O -0.32609 -2.26626 -0.29774 -0.005 0.092 0.074
H 2.75555 -7.74911 4.78818 0.004 -0.009 -0.010
H 1.53025 -8.10765 3.56222 0.011 -0.003 0.000
H 1.04320 -7.72956 5.21106 0.001 -0.008 -0.001
H 3.51012 -5.49930 5.07325 0.000 0.014 0.000
H 3.34268 -3.06438 4.49901 0.001 -0.003 -0.002
H -0.32311 -3.79510 2.44970 0.016 0.010 0.059
H -0.14202 -6.20981 2.96217 0.002 0.007 0.012
H 2.38089 -3.36236 1.12617 -0.012 -0.011 0.025
H 2.48206 -2.21470 -0.20945 0.047 -0.015 0.005
Cl 5.43626 3.15138 -3.76796 -0.076 -0.059 0.075
C 4.15226 2.13436 -3.12100 0.077 -0.071 -0.028
C 4.38480 0.77016 -2.92161 0.030 0.104 0.004
C 3.38217 -0.02815 -2.43392 -0.127 -0.052 -0.025
C 2.07620 0.46989 -2.14106 0.229 0.048 0.025
O 1.17384 -0.32980 -1.69849 -0.024 0.030 0.428
C 1.87502 1.85996 -2.37087 -0.082 0.117 -0.089
C 0.58051 2.53048 -2.21540 0.037 -0.014 0.017
O -0.50656 2.01924 -2.05868 0.025 -0.032 -0.078
C 2.92200 2.66467 -2.83507 -0.049 0.063 -0.032
H 5.36036 0.35637 -3.14597 -0.003 -0.005 0.012
H 3.54736 -1.08493 -2.26281 0.021 0.004 -0.009
H 0.64835 3.63647 -2.31182 0.028 0.000 0.024
H 2.73870 3.72299 -2.98808 0.001 -0.005 0.007
S -2.31143 -1.09299 1.80710 0.050 -0.309 0.122
C -3.15993 -2.20445 0.70424 -0.077 0.284 -0.038
C -3.65658 -3.38252 1.26016 -0.018 -0.170 -0.078
C -4.46438 -4.22053 0.50977 0.031 0.074 -0.005
C -4.81194 -3.88012 -0.79448 -0.027 -0.019 0.027
C -4.28813 -2.72586 -1.35713 -0.014 0.076 0.045
C -3.43603 -1.89577 -0.63366 0.123 -0.156 0.062
As -2.45984 -0.43658 -1.50346 -0.424 -0.573 -0.112
C -4.03578 0.34509 -2.36161 0.078 0.411 0.018
C -4.33374 0.28206 -3.71672 -0.089 -0.059 -0.003
C -5.44253 0.95107 -4.22707 0.011 -0.020 0.016
C -6.26346 1.69080 -3.38950 0.018 -0.025 -0.007
C -5.97072 1.76179 -2.03236 0.004 -0.021 -0.017
C -4.86183 1.10101 -1.52830 -0.028 0.002 -0.002
C -1.68782 -1.38959 -3.02458 -0.040 0.130 -0.076
C -1.53684 -2.76913 -3.06637 0.051 -0.040 0.025
C -0.87058 -3.36532 -4.13068 0.024 0.033 0.025
C -0.34307 -2.58968 -5.15257 -0.043 0.028 0.005
C -0.48634 -1.20797 -5.11254 0.001 -0.026 0.007
C -1.15251 -0.61284 -4.05197 0.021 -0.019 0.072
H -3.38079 -3.62015 2.28027 0.010 0.031 0.008
H -4.83368 -5.14203 0.94628 -0.016 0.008 0.005
H -5.46662 -4.51986 -1.37479 0.021 -0.009 -0.007
H -4.52697 -2.47297 -2.38520 0.035 -0.026 -0.017
H -3.70637 -0.29880 -4.38048 0.025 0.023 -0.015
H -5.65734 0.89663 -5.28813 -0.014 -0.016 0.002
H -7.12415 2.21287 -3.79042 0.004 0.007 -0.001
H -6.59902 2.34459 -1.36959 -0.001 -0.006 0.007
H -4.62816 1.17318 -0.47024 -0.007 0.006 -0.003
H -1.89263 -3.38134 -2.24884 0.038 0.010 0.009
H -0.73485 -4.43980 -4.13524 0.002 -0.003 0.006
H 0.19648 -3.05684 -5.96823 -0.001 -0.002 -0.004
H -0.05285 -0.59132 -5.89094 -0.011 0.006 -0.009
H -1.22977 0.46706 -3.99918 0.043 0.014 0.001
N -0.30046 0.77209 4.26619 0.237 -0.278 0.207
C 0.08888 0.39998 3.21280 -0.639 0.826 -0.310
H -0.31026 0.37409 5.18943 -0.088 0.076 0.007
```
Positions in Å, forces in eV/Å.

The calculation puts the highest occupied orbital energy at -1.765 eV. For the HOMO-LUMO gap, the calculation gives 5.751 eV. For the molecular weight, the calculation gives 1240.3 g/mol. As for the charge: -2. The value obtained for the LUMO energy is 3.99 eV. The relative energy (zero: lowest compared OMol25 entry of this formula, charge and spin) comes out at 40.5 kcal/mol.

***

molecular weight of number 2 (C49H48AsBiBrClN2O7S2)? 1240.3 g/mol

***

Among the records above, which one has the lowest relative energy (zero: lowest compared OMol25 entry of this formula, charge and spin)? C49H47CsN8O4P2S2